Entry 1:
DFT (ωB97M-V with the def2-TZVPD basis set) results for a single C3H6O3 molecule at a distorted geometry.

Each line ends with the natural charge from an NBO analysis.
Element x y z (Å)
O: 0.8822 -1.7293 -0.9686  -0.5832
O: -0.8334 2.4582 0.2541  -0.7206
O: -0.2357 -1.5235 0.9920  -0.6945
C: -0.7664 1.0524 -0.1879  -0.0729
C: 0.6222 0.4912 -0.0529  -0.5366
C: 0.5361 -1.0467 -0.0393  0.7941
H: -1.0272 0.9448 -1.2865  0.1738
H: 1.2700 0.7412 0.8958  0.2390
H: -0.2208 2.9962 -0.1994  0.4659
H: -0.5583 -2.4191 0.5561  0.5013
H: 1.1735 0.7634 -0.9099  0.2249
H: -1.4931 0.3495 0.4037  0.2089

As for the frontier orbital gap: 11.128 eV. The lowest unoccupied orbital energy comes out at 0.62 eV. The SMILES is O=C(O)CCO. For the molar mass, the calculation gives 90.1 u. Its relative energy (zero: lowest compared OMol25 entry of this formula, charge and spin) is 1.2682 eV. As for the largest force on an atom: 3.45 eV/Å.



Entry 2:
DFT (ωB97M-V with the def2-TZVPD basis set) results for 2 unconnected molecules or ions with the total composition C3H6O3S.

Each line ends with the natural charge from an NBO analysis.
Element x y z (Å)
S: -1.3723 2.7903 2.0956  -0.7905
O: 1.7298 -0.5877 0.3213  -0.8024
O: -0.1289 -0.9455 -0.8810  -0.8608
O: 0.6027 -2.7200 -2.8196  -1.0092
C: -0.4658 1.8153 0.8487  -0.5048
C: 0.4996 -0.4696 0.1136  0.7720
C: -0.3139 0.3327 1.1597  -0.5121
H: 0.5404 2.2107 0.6920  0.1712
H: 0.7246 -2.5538 -1.8601  0.5083
H: 0.2417 -1.8283 -2.9732  0.4820
H: -0.9470 1.9087 -0.1093  0.1731
H: 0.1932 0.1675 2.1174  0.1883
H: -1.3043 -0.1203 1.2948  0.1848

As for the frontier orbital gap: 5.663 eV. As for the charge: -2. The lowest unoccupied orbital energy comes out at 6.16 eV. For the molar mass, the calculation gives 122.1 u. Its relative energy (zero: lowest compared OMol25 entry of this formula, charge and spin) is 0.2344 eV. As for the largest force on an atom: 0.92 eV/Å.



Entry 3:
DFT (ωB97M-V with the def2-TZVPD basis set) results for a single C3H6O3S molecule at a distorted geometry.

Each line ends with the natural charge from an NBO analysis.
Element x y z (Å)
S: 0.2222 -0.3452 -0.5734  1.8560
O: -0.3326 -1.8487 0.2707  -0.6918
O: -2.1117 -3.1338 0.3771  -0.5552
O: 1.0472 -0.7808 -1.7333  -0.8683
C: -1.5175 -2.2657 -0.1809  0.6126
C: 1.2168 0.1393 0.9727  -0.7769
C: -1.1672 0.4663 -1.0029  -0.9878
H: -1.7747 0.8508 -0.2254  0.2439
H: 2.0253 0.9522 0.9107  0.2625
H: -1.3536 0.4517 -2.0527  0.2682
H: -2.0402 -1.8266 -1.0579  0.1381
H: 1.7329 -0.6927 1.3840  0.2577
H: 0.5677 0.4753 1.7200  0.2410

As for the frontier orbital gap: 9.380 eV. The lowest unoccupied orbital energy comes out at 0.33 eV. The SMILES is C=[S@](C)(=O)OC=O. For the molar mass, the calculation gives 122.1 u. Its relative energy (zero: lowest compared OMol25 entry of this formula, charge and spin) is 2.8268 eV. As for the largest force on an atom: 3.37 eV/Å.



Entry 4:
DFT (ωB97M-V with the def2-TZVPD basis set) results for a molecular structure, C3H6O4S2 at a distorted geometry.

Each line ends with the natural charge from an NBO analysis.
Element x y z (Å)
S: 1.0056 0.2234 -0.4487  2.0617
S: -0.1759 -1.3725 1.5488  1.9349
O: -0.0896 -2.4985 2.5054  -0.8575
O: -0.2676 0.7648 -0.8261  -0.9240
O: 1.6334 0.9158 0.6465  -0.9558
O: -1.0152 -1.6612 0.2829  -0.7466
C: -0.6482 0.1286 2.3564  -0.8779
C: 2.1094 0.1384 -1.8582  -0.8920
C: 0.8987 -1.4675 0.1402  -0.3993
H: -1.1349 0.9284 1.8003  0.2993
H: -1.2388 -0.3394 3.1895  0.2743
H: 2.1807 1.1130 -2.3316  0.2634
H: 3.1867 -0.2826 -1.6095  0.2685
H: 0.2506 0.3820 3.0328  0.2894
H: 1.6546 -0.6058 -2.6028  0.2615

As for the frontier orbital gap: 9.587 eV. The lowest unoccupied orbital energy comes out at -0.66 eV. For the molar mass, the calculation gives 170.2 u. Its relative energy (zero: lowest compared OMol25 entry of this formula, charge and spin) is 3.9255 eV. As for the largest force on an atom: 4.01 eV/Å.



Entry 5:
DFT (ωB97M-V with the def2-TZVPD basis set) results for a single C3H6OS molecule at a distorted geometry.

Each line ends with the natural charge from an NBO analysis.
Element x y z (Å)
S: 2.1172 -0.2482 -0.4643  0.0620
O: -0.9729 -1.5318 -0.6122  -0.5151
C: 0.8622 -0.6901 0.5747  -0.6907
C: -1.1330 0.7374 -0.1867  -0.7365
C: -0.4843 -0.5668 -0.1638  0.5833
H: -2.2227 0.5993 -0.0224  0.2592
H: 1.0294 -1.8027 0.9058  0.2560
H: 0.9067 -0.0602 1.4915  0.2189
H: -0.5881 1.5061 0.4938  0.2197
H: -0.9847 1.2186 -1.0993  0.2452
H: 1.4701 0.8383 -0.9170  0.0980

As for the frontier orbital gap: 9.745 eV. The lowest unoccupied orbital energy comes out at 0.73 eV. The SMILES is CC(=O)CS. For the molar mass, the calculation gives 90.1 u. Its relative energy (zero: lowest compared OMol25 entry of this formula, charge and spin) is 0.9689 eV. As for the largest force on an atom: 4.11 eV/Å.



Entry 6:
DFT (ωB97M-V with the def2-TZVPD basis set) results for a single C3H6OS molecule at a distorted geometry.

Each line ends with the natural charge from an NBO analysis.
Element x y z (Å)
S: 2.0397 0.5967 -2.3108  0.0386
O: 0.3569 0.1630 -0.3647  -0.4657
C: 0.8497 -0.4278 -1.6713  -0.2316
C: -0.0774 -0.3185 0.7850  0.2321
C: -1.2576 0.1551 1.4747  -0.7053
H: 0.2540 -1.3804 1.0488  0.1371
H: 1.3378 -1.4493 -1.4357  0.1717
H: -2.1389 -0.4597 1.2523  0.2328
H: -1.1595 0.1794 2.6487  0.2360
H: 1.3550 1.7138 -2.6263  0.1195
H: -1.5598 1.2275 1.1993  0.2348

As for the frontier orbital gap (spin up / spin down): 6.769 / 8.571 eV. The lowest unoccupied orbital energy (spin up / spin down) comes out at -0.35 / 0.63 eV. For the molar mass, the calculation gives 90.1 u. Its relative energy (zero: lowest compared OMol25 entry of this formula, charge and spin) is 4.5620 eV. As for the largest force on an atom: 3.72 eV/Å.



Entry 7:
DFT (ωB97M-V with the def2-TZVPD basis set) results for a single C3H6OS molecule at a distorted geometry.

Each line ends with the natural charge from an NBO analysis.
Element x y z (Å)
S: 1.8912 -2.0777 0.7078  -0.0622
O: -0.4246 -0.8544 0.1490  -0.4951
C: 0.2451 0.3150 -0.1847  -0.0694
C: -0.6845 1.4804 -0.3784  -0.6163
C: 0.2718 -1.9926 0.5640  0.0397
H: -1.5045 1.2849 -1.1140  0.2129
H: -0.5046 -2.7524 0.7769  0.2009
H: 0.9914 0.5233 0.6647  0.1816
H: -1.1361 1.6807 0.5559  0.2114
H: -0.0072 2.2035 -0.7182  0.2161
H: 0.8621 0.1893 -1.0230  0.1804

As for the frontier orbital gap: 9.440 eV. The lowest unoccupied orbital energy comes out at 0.29 eV. The SMILES is CCOC=S. For the molar mass, the calculation gives 90.1 u. Its relative energy (zero: lowest compared OMol25 entry of this formula, charge and spin) is 1.0309 eV. As for the largest force on an atom: 3.06 eV/Å.



Entry 8:
DFT (ωB97M-V with the def2-TZVPD basis set) results for 2 unconnected molecules or ions with the total composition C3H6OS at a distorted geometry.

Each line ends with the natural charge from an NBO analysis.
Element x y z (Å)
S: -0.4986 0.1012 1.7993  -0.0680
O: 1.6703 -2.9826 0.5903  -0.4973
C: -0.9161 1.1615 -0.8370  -0.6066
C: 0.2078 0.6842 0.2011  -0.4807
C: 1.7381 -2.6883 -0.4977  0.5017
H: 0.8393 1.4687 0.4876  0.2069
H: 0.7290 -0.2023 -0.0211  0.2028
H: -1.6889 0.4471 -0.6848  0.2129
H: -0.3481 -1.1799 1.4349  0.1121
H: -0.5214 1.0844 -1.8997  0.2095
H: -1.2115 2.1060 -0.5729  0.2068

As for the frontier orbital gap: 10.022 eV. The lowest unoccupied orbital energy comes out at 0.99 eV. For the molar mass, the calculation gives 90.1 u. Its relative energy (zero: lowest compared OMol25 entry of this formula, charge and spin) is 0.9452 eV. As for the largest force on an atom: 4.61 eV/Å.



Entry 9:
DFT (ωB97M-V with the def2-TZVPD basis set) results for 2 unconnected molecules or ions with the total composition C3H6OS2 at a distorted geometry.

Each line ends with the natural charge from an NBO analysis.
Element x y z (Å)
S: -1.8635 1.4316 0.2306  0.1249
S: -1.8008 -2.2477 0.5235  -0.1624
O: 2.9568 -0.0457 0.0229  -0.4967
C: -0.7154 0.3242 -0.4340  -0.5766
C: 0.6721 0.8210 0.1004  -0.5150
C: 1.7711 -0.2117 -0.0367  0.4384
H: 0.5577 0.8781 1.1775  0.2528
H: -2.4346 -1.1044 0.8141  0.1094
H: 1.4461 -1.1774 -0.5019  0.0955
H: 0.9897 1.7292 -0.3831  0.2538
H: -0.7494 -0.7730 -0.0004  0.2236
H: -0.8298 0.3758 -1.5129  0.2523

As for the frontier orbital gap: 5.411 eV. The lowest unoccupied orbital energy comes out at -3.86 eV. For the molar mass, the calculation gives 122.2 u. Its relative energy (zero: lowest compared OMol25 entry of this formula, charge and spin) is 4.9271 eV. As for the largest force on an atom: 4.27 eV/Å.



Entry 10:
DFT (ωB97M-V with the def2-TZVPD basis set) results for 2 unconnected molecules or ions with the total composition C3H6OSe at a distorted geometry.

Each line ends with the natural charge from an NBO analysis.
Element x y z (Å)
Se: -0.7533 0.0509 -1.6905  0.3290
O: -0.4587 0.7554 0.8845  -0.4908
C: 1.0320 0.0656 -0.8330  -0.5671
C: -1.4072 0.4016 0.0251  -0.0476
C: 0.6838 -0.0325 0.6481  -0.1033
H: 1.4854 0.3235 1.2992  0.2094
H: 1.6314 -0.7703 -1.1890  0.2368
H: 1.5342 1.0091 -1.0769  0.2213
H: -2.3777 0.8454 0.1739  0.2116
H: 0.4108 -1.0727 0.9020  0.2099
H: -1.7807 -1.5761 0.8568  -0.2093

As for the frontier orbital gap (spin up / spin down): 8.440 / 7.389 eV. The lowest unoccupied orbital energy (spin up / spin down) comes out at 0.29 / 0.07 eV. For the molar mass, the calculation gives 137.0 u. Its relative energy (zero: lowest compared OMol25 entry of this formula, charge and spin) is 3.1569 eV. As for the largest force on an atom: 2.44 eV/Å.



Entry 11:
DFT (ωB97M-V with the def2-TZVPD basis set) results for a single C3H6P2 molecule at a distorted geometry.

Each line ends with the natural charge from an NBO analysis.
Element x y z (Å)
P: -1.8056 0.3204 0.5803  0.4156
P: 1.8338 0.6870 0.7267  0.5536
C: 0.7402 0.5979 -0.6594  -0.6306
C: 1.1498 -0.8334 -0.3007  -0.6454
C: -0.8834 1.1311 -0.5325  -0.3501
H: 1.5159 -1.3975 -1.1588  0.2405
H: 0.3153 -1.4476 0.1456  0.2195
H: -1.8508 -1.0524 0.9581  -0.0271
H: -3.1361 0.3946 0.1626  0.0112
H: 1.0539 0.4872 1.7801  -0.0581
H: 1.0672 1.1128 -1.7020  0.2710

As for the frontier orbital gap: 8.357 eV. The lowest unoccupied orbital energy comes out at -0.42 eV. The SMILES is [PH2]#C[C@@H]1CP1. For the molar mass, the calculation gives 104.0 u. Its relative energy (zero: lowest compared OMol25 entry of this formula, charge and spin) is 4.8603 eV. As for the largest force on an atom: 5.73 eV/Å.



Entry 12:
DFT (ωB97M-V with the def2-TZVPD basis set) results for 2 unconnected molecules or ions with the total composition C3H6S at a distorted geometry.

Each line ends with the natural charge from an NBO analysis.
Element x y z (Å)
S: 2.2994 1.5831 -0.3296  -0.5150
C: -0.7138 -0.3093 0.9909  -0.4661
C: 0.4434 -0.7855 0.1293  0.0951
C: -0.8257 -0.4955 -0.5334  -0.5045
H: -1.1570 -0.8651 1.7816  0.2459
H: -0.8525 0.3079 -1.3121  0.2663
H: 1.4655 -1.0403 -0.1243  0.2739
H: 1.5110 2.2106 -1.2340  0.1074
H: -0.6866 0.6781 1.4049  0.2562
H: -1.4837 -1.2839 -0.7732  0.2407

As for the frontier orbital gap (spin up / spin down): 6.311 / 6.313 eV. The lowest unoccupied orbital energy (spin up / spin down) comes out at -1.92 / -1.92 eV. For the molar mass, the calculation gives 74.1 u. Its relative energy (zero: lowest compared OMol25 entry of this formula, charge and spin) is 4.4803 eV. As for the largest force on an atom: 2.48 eV/Å.